The following is a DFT calculation (wB97M-V/def2-TZVPD) of an isolated molecule of C3H6N4O in a non-equilibrium geometry.

Values from the calculation:
* LUMO (spin up / spin down): 0.0298 / 0.0298 hartree
* relative energy (zero: lowest compared OMol25 entry of this formula, charge and spin): 76.1 kcal/mol
* multiplicity: 1
* F_max: 4.2 eV/Å
* frontier orbital gap (spin up / spin down): 0.297 / 0.297 Ha
* highest occupied orbital energy (spin up / spin down): -0.2669 / -0.2669 Eh

CARTESIAN COORDINATES (ANGSTROEM)
O: -1.585 -1.820 -0.436
N: -2.061 -0.278 1.165
N: 0.520 0.656 1.058
N: 1.119 1.416 0.173
N: 0.229 -0.497 0.387
C: -1.271 -0.846 0.212
C: 0.923 -0.562 -0.907
C: 1.254 0.886 -1.035
H: -1.635 0.353 1.822
H: 1.361 2.358 0.453
H: 0.356 -0.926 -1.767
H: 1.858 1.346 -1.795
H: -2.847 -0.823 1.500
H: 1.777 -1.262 -0.830